# 1
The following is a DFT calculation (wB97M-V/def2-TZVPD) of C32H38NO5P2W as an isolated structure.

The geometry in XYZ format:
```
79
Properties=species:S:1:pos:R:3:lowdin_charge:R:1
W 0.447 -0.670 0.373 1.7129
O -0.747 2.860 0.964 0.3156
C -1.107 1.767 0.964 -0.2924
O -0.425 0.818 -0.083 -0.2623
C -2.088 0.991 1.816 -0.0596
C -2.673 -0.221 1.082 -0.2178
C -3.880 -0.781 1.820 -0.0516
C -3.228 -1.482 3.036 -0.0492
C -1.755 -1.177 2.826 -0.2002
O -1.617 -1.224 1.354 -0.2512
C -1.435 0.305 3.086 -0.0543
C 0.064 0.444 3.214 -0.4031
O 0.679 0.961 4.061 0.2687
O 0.753 -0.253 2.153 -0.2374
H -2.840 1.720 2.118 0.1889
H -2.790 -0.100 0.008 0.1575
H -4.423 -1.484 1.194 0.1321
H -4.571 0.012 2.100 0.1438
H -3.400 -2.556 3.018 0.1351
H -3.580 -1.103 3.993 0.1441
H -1.054 -1.881 3.270 0.1721
H -1.871 0.689 4.005 0.1854
C -1.455 -4.371 0.264 -0.1144
C -1.890 -3.366 -0.800 -0.3576
P -0.559 -2.279 -1.389 0.9231
C -1.250 -1.076 -2.607 -0.3514
C -2.442 -1.615 -3.408 -0.1026
C 0.676 -3.307 -2.258 -0.3672
C 0.204 -3.848 -3.612 -0.0988
H -2.313 -4.969 0.568 0.0983
H -1.058 -3.874 1.153 0.0511
H -0.702 -5.063 -0.112 0.0758
H -2.704 -2.738 -0.438 0.0779
H -2.264 -3.881 -1.690 0.1036
H -0.417 -0.803 -3.261 0.1024
H -1.540 -0.166 -2.084 0.0559
H -2.209 -2.527 -3.952 0.0707
H -2.731 -0.861 -4.140 0.1004
H -3.304 -1.801 -2.769 0.0797
H 0.916 -4.138 -1.592 0.0674
H 1.581 -2.706 -2.373 0.0677
H -0.699 -4.452 -3.523 0.0834
H 0.984 -4.491 -4.016 0.0967
H 0.031 -3.052 -4.333 0.0796
N 2.010 -0.574 -0.446 -0.2960
P 3.454 -1.260 0.174 0.9607
C 4.389 0.036 0.932 -0.3259
C 3.908 1.340 1.040 -0.0705
C 4.692 2.301 1.657 -0.0339
C 5.942 1.960 2.158 -0.0146
C 6.426 0.662 2.039 -0.0272
C 5.656 -0.306 1.419 -0.0613
C 4.277 -2.093 -1.149 -0.3327
C 4.359 -1.433 -2.382 -0.0755
C 5.092 -2.000 -3.408 -0.0348
C 5.753 -3.208 -3.201 -0.0163
C 5.683 -3.855 -1.974 -0.0316
C 4.946 -3.301 -0.940 -0.0663
C 2.828 -2.401 1.404 -0.3462
C 2.195 -3.589 1.005 -0.1025
C 1.718 -4.476 1.962 -0.0514
C 1.892 -4.196 3.311 -0.0164
C 2.524 -3.022 3.713 -0.0199
C 2.987 -2.121 2.769 -0.0599
H 2.944 1.616 0.630 0.0960
H 4.335 3.318 1.741 0.1245
H 6.551 2.716 2.635 0.1295
H 7.407 0.410 2.418 0.1281
H 6.043 -1.313 1.310 0.1216
H 3.862 -0.481 -2.534 0.1132
H 5.164 -1.500 -4.364 0.1256
H 6.336 -3.642 -4.002 0.1293
H 6.209 -4.787 -1.821 0.1267
H 4.902 -3.804 0.019 0.1167
H 2.142 -3.841 -0.048 0.0856
H 1.253 -5.404 1.656 0.1225
H 1.553 -4.905 4.055 0.1306
H 2.672 -2.820 4.766 0.1314
H 3.476 -1.208 3.084 0.1220
```

Computed properties:
- Kohn-Sham gap (Eh) = 0.2304
- charge = +3
- energy relative to the best compared isomer or geometry (same formula, charge and spin) (kcal per mole) = 0.0



# 2
The following is a DFT calculation (wB97M-V/def2-TZVPD) of a 2-piece molecular cluster, C3H9N3S2 overall at a distorted geometry.

The geometry in XYZ format:
```
17
Properties=species:S:1:pos:R:3:lowdin_charge:R:1
C -3.203 0.686 -0.073 -0.9411
C 1.199 1.955 -0.668 -0.2256
C 0.965 -2.386 -0.186 -0.1895
N 0.423 1.247 0.322 -0.5211
N 0.311 -1.482 0.728 -0.3688
N -2.233 1.278 0.264 0.1283
S -4.576 0.073 -0.491 0.6316
S 1.074 0.030 1.062 0.9901
H 0.903 1.670 -1.681 0.0680
H 2.272 1.779 -0.555 0.0559
H 1.005 3.021 -0.541 0.0708
H 0.677 -2.238 -1.237 0.0786
H 0.728 -3.415 0.100 0.0781
H 2.041 -2.242 -0.091 0.0649
H -1.198 1.330 0.259 -0.0105
H -0.692 -1.425 0.589 0.0758
H 0.303 0.117 2.197 0.0145
```

Computed properties:
- Kohn-Sham gap (Eh) = 0.3397
- charge = 0
- energy relative to the best compared isomer or geometry (same formula, charge and spin) (kcal per mole) = 37.6



# 3
The following is a DFT calculation (wB97M-V/def2-TZVPD) of an isolated molecule of C7H10S at a distorted geometry.

The geometry in XYZ format:
```
18
Properties=species:S:1:pos:R:3:lowdin_charge:R:1
C -2.742 -0.084 -0.884 -0.0700
C -1.463 -0.347 -0.129 -0.1420
C -0.436 -0.957 -0.712 -0.0850
C 0.791 -1.129 0.132 -0.2330
C 0.988 -0.223 1.201 -0.1511
C 1.555 0.965 1.062 -0.2125
C 2.232 1.525 -0.052 -0.6708
S 3.246 2.818 -0.050 0.6571
H -3.552 -0.745 -0.947 0.0612
H -3.214 0.752 -0.420 0.0680
H -2.310 0.144 -1.775 0.0378
H -1.390 -0.261 0.894 0.0747
H -0.621 -1.279 -1.709 0.1050
H 1.756 -1.123 -0.369 0.1169
H 0.658 -2.146 0.545 0.1297
H 0.547 -0.465 2.236 0.1510
H 1.870 1.454 2.025 0.1152
H 2.085 1.101 -1.046 0.0476
```

Computed properties:
- SMILES = C/C=C/C/C=C\C=S
- Kohn-Sham gap (alpha / beta) (Eh) = 0.2874 / 0.2874
- charge = 0
- energy relative to the best compared isomer or geometry (same formula, charge and spin) (kcal per mole) = 69.4



# 4
The following is a DFT calculation (wB97M-V/def2-TZVPD) of C47H56AuCl5NO2PTe as an isolated structure at a distorted geometry.

The geometry in XYZ format:
```
114
Properties=species:S:1:pos:R:3:lowdin_charge:R:1
Au -0.675 -0.257 0.383 1.0560
Cl -3.457 -1.791 1.092 0.6822
C -2.785 -2.284 -0.436 -0.7084
C -1.570 -1.764 -0.840 -0.2863
C -1.015 -2.192 -2.024 -0.6953
Cl 0.581 -1.657 -2.463 0.6615
C -1.679 -3.107 -2.841 -0.7027
Cl -0.972 -3.637 -4.314 0.7049
C -2.918 -3.605 -2.440 -0.7039
Cl -3.753 -4.730 -3.430 0.7111
C -3.472 -3.205 -1.222 -0.7271
Cl -4.961 -3.872 -0.687 0.7085
C 5.274 5.145 -6.684 -0.0377
C 4.281 4.407 -5.828 -0.2474
C 2.959 4.825 -5.739 -0.0007
C 2.039 4.146 -4.948 -0.3200
C 0.614 4.620 -4.883 -0.0771
C 2.485 3.044 -4.218 -0.3600
Te 1.102 2.045 -2.886 1.7348
N -0.437 1.596 -1.363 -0.1088
C -1.654 1.907 -1.037 -0.5504
O -2.113 1.238 -0.029 -0.1514
C -2.551 2.911 -1.660 -0.1474
C -2.155 3.778 -2.671 -0.0505
C -3.061 4.659 -3.237 -0.0629
C -4.374 4.688 -2.786 -0.0614
C -4.770 3.843 -1.759 -0.0543
C -3.865 2.957 -1.197 -0.0058
C 2.310 2.269 -1.189 -0.4209
C 2.680 1.104 -0.522 -0.1516
C 3.402 1.185 0.658 -0.0752
C 3.748 2.430 1.161 -0.0597
C 3.357 3.585 0.499 -0.0300
C 2.618 3.534 -0.682 -0.2854
C 2.163 4.805 -1.346 -0.0464
C 3.786 2.559 -4.320 -0.2839
C 4.277 1.313 -3.624 -0.0549
C 4.668 3.273 -5.125 0.0001
H 4.825 6.024 -7.144 0.0780
H 5.654 4.501 -7.478 0.0887
H 6.129 5.468 -6.090 0.0873
H 2.634 5.691 -6.304 0.1222
H 0.404 5.331 -5.680 0.0895
H 0.405 5.121 -3.932 0.0747
H -0.089 3.788 -4.994 0.0666
H -1.132 3.782 -3.024 0.0208
H -2.741 5.326 -4.027 0.1084
H -5.084 5.371 -3.230 0.1110
H -5.788 3.870 -1.394 0.1118
H -4.167 2.290 -0.403 0.1199
H 2.402 0.133 -0.916 0.0654
H 3.688 0.280 1.178 0.0932
H 4.319 2.506 2.077 0.1104
H 3.620 4.552 0.909 0.1169
H 2.459 5.674 -0.762 0.0867
H 1.074 4.826 -1.442 0.0750
H 2.597 4.904 -2.343 0.0744
H 3.466 0.623 -3.392 0.0373
H 4.782 1.559 -2.688 0.0922
H 4.988 0.786 -4.259 0.0894
H 5.687 2.913 -5.219 0.1311
O 0.907 -1.465 1.007 -0.4816
P 1.033 -2.305 2.292 0.8826
C -0.095 -3.723 2.151 -0.3215
C 0.055 -4.447 0.805 -0.1843
C -1.124 -5.403 0.593 -0.1580
C -1.435 -6.242 1.851 -0.1725
C -0.293 -6.172 2.859 -0.1954
C -0.096 -4.731 3.338 -0.1768
C 2.830 -2.575 2.479 -0.3130
C 3.592 -2.733 1.142 -0.1796
C 3.800 -4.171 0.682 -0.1875
C 4.393 -5.020 1.799 -0.1891
C 3.460 -5.006 3.005 -0.1840
C 3.283 -3.588 3.548 -0.1791
C 0.342 -1.282 3.648 -0.3343
C 0.424 -1.791 5.103 -0.1649
C 1.681 -1.344 5.855 -0.1893
C 1.867 0.167 5.778 -0.1933
C 1.990 0.596 4.321 -0.1998
C 0.734 0.210 3.543 -0.1912
H -1.061 -3.199 2.123 0.0955
H 0.988 -5.009 0.791 0.0917
H 0.097 -3.725 -0.011 0.0901
H -0.900 -6.051 -0.256 0.1197
H -2.006 -4.820 0.319 0.0886
H -1.628 -7.279 1.575 0.1115
H -2.344 -5.869 2.331 0.1154
H 0.624 -6.557 2.406 0.1051
H -0.508 -6.805 3.721 0.1186
H 0.823 -4.667 3.918 0.0790
H -0.917 -4.481 4.012 0.1182
H 3.073 -1.568 2.836 0.0902
H 4.579 -2.282 1.293 0.1233
H 3.089 -2.155 0.366 0.0901
H 4.455 -4.169 -0.190 0.1180
H 2.852 -4.605 0.361 0.0934
H 5.366 -4.612 2.091 0.1193
H 4.555 -6.042 1.456 0.1152
H 3.850 -5.641 3.802 0.1213
H 2.492 -5.418 2.706 0.0869
H 4.248 -3.250 3.938 0.1275
H 2.591 -3.596 4.391 0.0825
H -0.711 -1.346 3.337 0.1060
H 0.330 -2.875 5.139 0.0869
H -0.443 -1.385 5.633 0.1258
H 2.571 -1.825 5.443 0.0922
H 1.595 -1.665 6.895 0.1188
H 2.754 0.467 6.338 0.1148
H 1.005 0.666 6.233 0.1205
H 2.877 0.124 3.887 0.0958
H 2.135 1.675 4.246 0.1145
H 0.841 0.503 2.495 0.0665
H -0.101 0.790 3.947 0.1269
```

Computed properties:
- 2S+1 = 2
- Kohn-Sham gap (alpha / beta) (Eh) = 0.2035 / 0.2223
- charge = +1
- energy relative to the best compared isomer or geometry (same formula, charge and spin) (kcal per mole) = 6.7



no.,total energy (a.u.)
1,-2422.05042
2,-1080.25722
3,-670.79302
4,-5075.54843